[1]
C16H18N5O2 | ωB97M-V with the def2-TZVPD basis set

```
41
Properties=species:S:1:pos:R:3
O -3.73158 -0.61905 1.77071
C -2.50626 -0.76506 1.64069
O -1.76824 -0.01895 0.96380
C -1.96576 -2.01120 2.37390
C -2.79424 -3.16038 2.36842
C -2.33302 -4.29524 2.99333
C -1.05269 -4.21058 3.61794
N -0.29928 -3.15579 3.61840
N -0.80778 -2.10428 3.00684
C 0.02970 -0.91518 3.01617
C -0.02197 0.02395 4.01754
C 0.80044 1.14492 4.05877
N 1.69116 1.37321 3.10067
C 1.71344 0.47164 2.12732
C 0.96288 -0.68080 1.99997
H -3.76676 -3.13885 1.88431
H -2.92191 -5.20792 3.02057
H -0.68388 -5.11902 4.09521
H -0.72029 -0.13117 4.84555
H 0.73264 1.84885 4.88813
H 2.42407 0.66653 1.31502
H 1.07215 -1.35908 1.15655
C 1.63872 0.15532 -5.40279
C 1.73805 1.63611 -5.07964
N 1.33319 1.92973 -3.69759
C 2.08589 2.59051 -2.75575
C 1.31503 2.70451 -1.64465
N 0.11292 2.10537 -1.92889
C 0.14344 1.64103 -3.17117
C -1.03918 1.99121 -1.02506
H 0.62141 -0.21421 -5.26798
H 1.92694 -0.02449 -6.43696
H 2.29295 -0.42822 -4.75400
H 1.09369 2.21633 -5.74086
H 2.75898 1.98534 -5.22092
H 3.08338 2.91251 -2.99489
H 1.47617 3.14867 -0.67840
H -0.66040 1.12480 -3.66761
H -1.25651 0.94145 -0.84764
H -1.89936 2.47298 -1.48586
H -0.81815 2.47445 -0.07914
```

The value obtained for the HOMO energy is -11.2739 eV. Its charge is +1. For the electronic energy, the calculation gives -1044.48227 Ha. Its lowest unoccupied orbital energy is -3.46 eV.



[2]
C16H19AsClNO6PdS | ωB97M-V with the def2-TZVPD basis set

```
46
Properties=species:S:1:pos:R:3
Pd -1.22535 -0.07051 0.23259
Cl 4.67847 0.42762 4.58289
C 3.19840 0.06765 3.75259
C 2.12487 -0.49905 4.45974
C 0.95183 -0.79371 3.82206
C 0.77048 -0.55810 2.43402
O -0.35198 -0.89746 1.89403
C 1.87030 0.03442 1.73738
C 1.80953 0.33147 0.34469
O 0.90697 0.03537 -0.44417
C 3.06574 0.33876 2.42370
H 2.23600 -0.69930 5.51719
H 0.12198 -1.23082 4.36227
H 2.68348 0.86608 -0.06160
H 3.88826 0.77638 1.87034
N -0.24755 -2.81741 -1.48330
C -1.52480 -2.31181 -1.38915
C -2.21571 -2.37039 -0.14838
C -3.53837 -1.91999 -0.07158
C -4.14631 -1.38576 -1.18754
C -3.48814 -1.35291 -2.40987
C -2.19710 -1.83165 -2.51784
S -5.61392 -0.40950 -0.92346
O -5.02189 0.73890 -0.16232
O -6.49307 -1.17448 -0.07568
O -6.10328 -0.01007 -2.21782
H 0.27335 -2.87063 -0.62441
H 0.29374 -2.51796 -2.27541
H -1.74848 -2.86660 0.69363
H -4.10277 -1.97176 0.85190
H -4.00137 -0.92710 -3.26194
H -1.68043 -1.80848 -3.46964
C -3.48364 1.32263 1.87533
As -3.14758 1.93610 0.05067
C -1.54869 3.04674 0.50454
C -4.20718 3.31856 -0.78992
O -2.43526 0.88231 -1.06339
H -4.40113 1.78787 2.22980
H -2.63902 1.59609 2.50439
H -3.63758 0.24643 1.86104
H -1.78460 3.74962 1.30401
H -1.20555 3.59783 -0.36971
H -0.73573 2.39497 0.84246
H -5.09025 2.86348 -1.22566
H -3.57478 3.75811 -1.55884
H -4.47946 4.06988 -0.05127
```

The value obtained for the energy above the lowest of the compared OMol25 structures with the same formula, charge and spin is 1.470 eV. The value obtained for the HOMO energy (alpha / beta) is -8.4389 / -8.4404 eV. Its charge is 0. For the electronic energy, the calculation gives -4349.25442 Ha. Its lowest unoccupied orbital energy (alpha / beta) is -2.38 / -2.40 eV.



[3]
C16H19BF2N3O4 | ωB97M-V with the def2-TZVPD basis set

```
45
Properties=species:S:1:pos:R:3
O -0.31435 6.62955 -1.72686
C 0.32745 5.43850 -1.65645
F -0.14282 4.29076 -2.51733
N 1.46857 5.30804 -0.65824
B 2.59204 4.62358 -1.41397
O 2.77349 4.85646 -2.86011
C 3.74054 3.76548 -3.21576
C 4.67600 3.73987 -1.85167
O 3.97502 4.66516 -0.90015
C 1.06320 4.34007 0.46458
O 0.24573 3.27610 0.26985
F 1.54434 4.51469 1.88219
H 2.33192 3.46287 -1.31302
H 4.25519 3.82178 -4.26491
H 3.05928 2.80589 -3.32589
H 5.73204 4.07548 -2.25077
H 4.69786 2.75365 -1.20851
C -0.80305 1.70498 3.42612
N -0.95522 0.43224 2.69265
C -0.78581 -0.73466 3.35428
C -0.96392 -1.95582 2.69884
C -1.32703 -1.98658 1.34893
C -1.46939 -0.75665 0.69442
C -1.27798 0.44066 1.38247
C -1.58049 -3.25093 0.63463
C -2.82066 -3.49316 0.03150
C -3.04418 -4.66681 -0.68659
N -2.06529 -5.58783 -0.81528
C -0.86220 -5.40127 -0.22595
C -0.60102 -4.24058 0.50598
C -2.29390 -6.80457 -1.61869
H 0.19630 1.72297 3.86828
H -1.57737 1.73487 4.19784
H -0.92494 2.54738 2.74160
H -0.52063 -0.68015 4.40736
H -0.83796 -2.87731 3.26617
H -1.73011 -0.71512 -0.36231
H -1.39003 1.40396 0.89150
H -3.63134 -2.77028 0.11472
H -3.99942 -4.86839 -1.16589
H -0.11503 -6.17956 -0.35855
H 0.38505 -4.11343 0.95009
H -2.11020 -7.67140 -0.97968
H -1.59667 -6.77854 -2.46095
H -3.32300 -6.82195 -1.98646
```

The value obtained for the HOMO energy is -8.3564 eV. Its charge is +1. For the electronic energy, the calculation gives -1310.43666 Ha. Its lowest unoccupied orbital energy is -6.06 eV.



[4]
C16H19BN6Tc | ωB97M-V with the def2-TZVPD basis set

```
43
Properties=species:S:1:pos:R:3
H -1.03070 -2.42015 0.43233
N -1.43644 -0.49609 -0.33070
B -2.50935 1.64799 -1.07742
N -2.59824 0.20344 -0.53431
C -3.65174 -0.52694 -0.13912
Tc 0.75557 0.62962 -0.96722
H -4.64654 -0.10589 -0.22969
C -3.16966 -1.74056 0.31988
H -3.73643 -2.57311 0.68805
C -1.77404 -1.68065 0.18994
H -3.58236 2.13293 -1.25425
C 2.59260 0.11676 -1.61393
H 2.91697 -0.91987 -1.46727
H 3.16191 0.71318 -0.86822
H 2.94082 0.51049 -2.58472
N -1.68955 1.47412 -2.39471
N -1.69475 2.36774 0.03057
N -0.45201 0.80477 -2.50047
N -0.42568 1.89897 0.31501
C -2.11839 1.77446 -3.62819
C -1.91470 3.45722 0.78565
H -3.07786 2.26607 -3.73876
H -2.84386 3.98797 0.69560
C -1.18626 1.33060 -4.56440
C -0.76382 3.72075 1.53391
C -0.17809 0.68652 -3.84939
C 0.15944 2.74296 1.19706
H -1.22806 1.46943 -5.63112
H -0.58584 4.53945 2.20206
H 0.68418 0.12565 -4.19053
H 1.20961 2.60278 1.42546
H 0.80307 2.24405 -1.15440
C 3.11973 -2.50839 2.09643
C 2.97638 -1.16109 2.42760
C 2.04845 -0.34938 1.73476
C 1.38755 -0.86852 0.62911
C 1.41629 -2.24062 0.37484
C 2.31535 -3.05973 1.09767
H 3.87339 -3.11893 2.59278
H 3.59547 -0.72188 3.21226
H 1.86322 0.68001 2.04354
H 0.76167 -2.68360 -0.38065
H 2.38754 -4.12132 0.85277
```

The value obtained for the energy above the lowest of the compared OMol25 structures with the same formula, charge and spin is 2.168 eV. The value obtained for the HOMO energy (alpha / beta) is -14.9990 / -15.2917 eV. The spin multiplicity is 4. Its charge is +2. For the electronic energy, the calculation gives -1054.51607 Ha. Its lowest unoccupied orbital energy (alpha / beta) is -8.70 / -11.02 eV.